Entry 1:
152
Properties=species:S:1:pos:R:3:mulliken_charge:R:1 method="wB97M-V/def2-TZVPD" orbital_gap_ev=6.7 lumo_ev=0.11
Mg 0.92417 0.32006 -0.04777 2.881
C -0.03163 -1.11050 -7.09246 -1.727
C 0.33820 -0.77547 -5.67330 0.086
C 1.62519 -0.94628 -5.20136 -0.796
C 2.01340 -0.69486 -3.87201 0.580
C 3.36040 -1.09981 -3.44503 -0.037
O 3.78853 -0.65434 -2.21773 -0.484
C 4.28857 -1.81727 -4.13508 0.470
C 4.07906 -2.77219 -5.20148 -0.529
C 5.11047 -3.34377 -5.84528 -1.115
C 6.48187 -2.98726 -5.51334 -0.279
C 6.75606 -2.20900 -4.46676 -1.283
C 5.68543 -1.64083 -3.58581 0.266
C 1.07839 -0.03686 -3.03327 0.128
O 1.34154 0.43675 -1.85040 -1.503
C -0.24900 0.09818 -3.51035 0.527
C -0.61763 -0.28754 -4.77908 -0.740
C -1.21851 0.67756 -2.53373 0.064
N -1.45471 1.91693 -2.38941 0.248
C -0.83684 2.87726 -3.27683 -0.085
C -1.85184 3.41264 -4.27702 -1.461
Te -3.77874 3.87883 -3.45330 0.220
C -4.47906 1.89156 -3.38341 -0.341
C -4.97581 1.37799 -2.19178 -0.102
C -5.44515 0.07285 -2.13372 -0.258
C -5.40302 -0.73347 -3.25955 -0.703
C -4.90586 -0.22461 -4.45092 -0.477
C -4.45757 1.08639 -4.51618 -0.290
C -1.86040 -0.26666 -1.57541 1.070
C -1.90198 -1.63365 -1.82653 -0.315
C -2.49854 -2.49624 -0.91825 -1.114
C -3.04734 -2.00282 0.25558 -0.548
C -3.00153 -0.63896 0.51822 -0.476
C -2.41317 0.22156 -0.38984 1.135
H 0.85563 -1.32753 -7.68639 0.382
H -0.56278 -0.28613 -7.57126 0.366
H -0.68296 -1.98639 -7.13636 0.325
H 2.37713 -1.27970 -5.90130 0.988
H 3.06961 -3.08639 -5.42701 0.584
H 4.93255 -4.09667 -6.60127 0.425
H 7.28533 -3.38264 -6.12225 0.400
H 7.78387 -1.97675 -4.20938 0.425
H 5.85416 -0.56012 -3.49323 0.527
H -1.64953 -0.16265 -5.09237 0.392
H 0.00696 2.44842 -3.83173 0.245
H -0.45687 3.70376 -2.66867 0.268
H -2.02499 2.68702 -5.07096 0.234
H -1.50215 4.33589 -4.73674 0.609
H -4.97541 1.98891 -1.29802 0.338
H -5.81886 -0.32054 -1.19737 0.400
H -5.75256 -1.75640 -3.20904 0.406
H -4.87743 -0.84579 -5.33772 0.398
H -4.09731 1.48089 -5.45891 0.470
H -1.46311 -2.02714 -2.73349 0.673
H -2.52022 -3.55724 -1.12466 0.518
H -3.50317 -2.67905 0.96820 0.413
H -3.42314 -0.24299 1.43240 -0.486
H -2.37936 1.28349 -0.19909 -0.612
O 3.66443 5.94229 0.62378 -0.549
C 3.01605 4.76392 0.63153 0.811
C 3.66103 3.53622 0.76917 -0.871
C 2.89057 2.39693 0.74137 -0.933
N 1.55821 2.39313 0.60344 -0.405
C 0.96672 3.57654 0.50393 -0.158
Br -0.90888 3.60336 0.37872 -0.197
C 1.63468 4.78637 0.50274 -0.549
H 4.61383 5.80412 0.71814 0.311
H 4.73370 3.46937 0.88825 0.368
H 3.36251 1.42614 0.83902 0.349
H 1.10325 5.72108 0.41298 0.579
C 4.84913 -0.89484 -0.14275 -0.889
C 4.46971 -1.66419 -1.39622 1.058
C 5.75146 -2.16225 -2.12104 -0.427
C 5.98037 -3.64072 -2.12157 -1.204
C 5.02789 -4.51689 -1.82760 -0.887
C 3.73343 -4.05857 -1.34191 -0.059
C 3.47315 -2.77500 -1.07537 -0.684
P 1.89983 -2.26614 -0.29691 1.710
C 0.77142 -3.62456 -0.79002 0.615
C 0.61090 -3.69719 -2.17845 -0.701
C -0.20405 -4.64185 -2.77153 -0.460
C -0.90800 -5.52573 -1.96590 -1.088
C -0.78354 -5.43867 -0.59062 -0.950
C 0.04671 -4.50113 0.02757 0.513
C 0.10145 -4.49647 1.53254 -1.180
C 2.28959 -2.35039 1.47698 0.678
C 3.32937 -3.12098 1.99317 -0.700
C 3.69731 -3.02746 3.32193 -1.034
C 3.02419 -2.12671 4.14215 -0.780
C 1.98681 -1.36411 3.64055 -0.938
C 1.56760 -1.46215 2.30393 1.174
C 0.43320 -0.65605 1.79493 -0.357
H 5.45733 -0.03368 -0.42566 0.830
H 5.41811 -1.53335 0.53289 0.345
H 3.96324 -0.54977 0.39166 -1.039
H 6.61876 -1.68143 -1.65367 0.619
H 6.95687 -3.97783 -2.44426 0.456
H 5.20961 -5.58141 -1.89588 0.448
H 2.97928 -4.80835 -1.13291 0.602
H 1.15242 -2.99873 -2.80954 0.058
H -0.29271 -4.67975 -3.84960 0.533
H -1.55841 -6.27145 -2.40396 0.339
H -1.34236 -6.12250 0.03753 0.376
H -0.59017 -5.24098 1.92588 0.555
H -0.17517 -3.52603 1.94609 0.013
H 1.09887 -4.72823 1.90394 0.264
H 3.87052 -3.79223 1.33565 0.467
H 4.50009 -3.63830 3.71259 0.438
H 3.30731 -2.02581 5.18294 0.397
H 1.46703 -0.67684 4.29428 0.304
H 0.03649 -0.00495 2.57562 0.025
H -0.38942 -1.30145 1.45874 0.011
C -1.88880 -0.41782 5.89830 -0.767
Si -3.23439 0.72276 5.25803 0.106
C -4.11279 1.43331 6.76142 -1.017
C -4.48108 -0.30117 4.29339 -0.830
As -2.22559 2.14384 3.66161 0.501
Si -0.66536 3.32210 4.96664 0.119
C 0.83886 2.21283 5.18240 -0.770
C -1.27585 3.81615 6.67478 -1.050
C -0.02864 4.83928 4.05551 -0.624
Si -3.96276 3.66915 3.17252 0.250
C -5.32179 3.84304 4.45930 -1.197
C -4.74325 2.98518 1.60442 -0.520
C -3.35489 5.41110 2.81969 -1.092
H -2.32493 -1.17160 6.55777 0.442
H -1.13684 0.12652 6.47077 0.236
H -1.38319 -0.93075 5.08030 -0.003
H -4.52300 0.59227 7.32645 0.363
H -4.93625 2.09366 6.50433 0.342
H -3.43796 1.97818 7.41888 0.266
H -5.01756 -0.98221 4.95722 0.471
H -3.97299 -0.89517 3.53273 0.024
H -5.21992 0.32759 3.79286 0.263
H 0.65765 1.38866 5.87106 0.264
H 1.66429 2.80718 5.58272 0.534
H 1.15674 1.78704 4.22895 -0.088
H -1.42044 2.93061 7.29406 0.245
H -2.22450 4.35316 6.63583 0.278
H -0.54243 4.45469 7.17173 0.393
H 0.60044 4.52628 3.21970 -0.104
H 0.59124 5.42517 4.73865 0.449
H -0.80573 5.48891 3.66196 0.184
H -5.91500 2.93334 4.55626 0.308
H -5.99185 4.64759 4.14724 0.388
H -4.92680 4.09862 5.44212 0.287
H -5.14086 1.98266 1.77385 0.282
H -4.02013 2.91677 0.78891 -0.339
H -5.56650 3.62261 1.27389 0.572
H -3.05012 5.92294 3.73352 0.292
H -4.18332 5.97404 2.38349 0.403
H -2.52378 5.43673 2.11674 0.236

=====

Entry 2:
77
Properties=species:S:1:pos:R:3:mulliken_charge:R:1 method="wB97M-V/def2-TZVPD" charge=-2 orbital_gap_ev=8.0 de_lowest_kj_mol=145.4 lumo_ev=3.79
O -1.42352 2.24647 1.33242 -1.093
C -0.94352 1.41747 0.60342 0.689
O -0.19052 0.48647 1.02142 1.123
B 0.29748 -0.17253 -0.16258 1.670
O -0.19252 0.71647 -1.26858 -0.975
C -0.85452 1.58347 -0.79758 -0.154
O -1.37652 2.46947 -1.52658 -0.287
O -0.06152 -1.63653 -0.36558 0.038
C 0.92748 -2.35953 -0.34258 1.069
O 0.90448 -3.45953 0.13042 -0.499
C 2.04848 -1.48753 -0.27958 -0.775
O 1.74848 -0.28353 -0.20758 -0.518
O 3.24548 -1.78253 -0.41858 -0.268
O -1.24052 -3.25953 2.38042 -0.792
C -2.13852 -2.72353 1.69142 0.868
O -2.70752 -1.61353 2.01442 -0.638
B -3.73152 -1.37853 0.98942 1.255
O -3.70952 -2.52653 0.11642 -0.553
C -2.74252 -3.24253 0.51542 0.527
O -2.23052 -4.25353 -0.09058 -0.706
O -3.35352 -0.11253 0.26042 0.048
C -4.27252 0.63847 0.61642 1.007
O -4.42352 1.75647 -0.09558 -0.706
C -5.22652 0.03447 1.45042 0.004
O -4.99852 -1.15953 1.59742 -0.657
O -6.13552 0.58047 1.95142 -0.634
O 2.65348 -4.14953 2.14942 -0.701
H 3.48148 -4.27153 1.64142 0.335
H 1.93848 -4.00353 1.43042 0.338
O -3.05552 4.36547 1.72342 -0.735
H -2.51952 3.63347 1.74442 0.608
H -3.35052 4.34247 0.75242 0.312
O -0.81752 2.75947 -3.64958 -0.734
H -1.37052 3.56847 -3.39558 0.305
H -1.11352 1.91247 -3.80658 0.284
O 1.16248 1.51347 3.25642 -0.638
H 1.94048 1.61847 3.71242 0.246
H 1.32848 1.18047 2.28342 0.267
O 3.62148 1.34747 -1.33158 -0.693
H 4.33548 0.66947 -1.64758 0.362
H 3.04048 1.46547 -1.93158 0.256
O 3.18348 2.62647 0.45942 -0.723
H 3.47048 2.13647 -0.35358 0.521
H 3.56648 2.03847 1.17942 0.216
O -2.93752 4.64047 -2.68358 -0.530
H -2.24352 5.16747 -2.95158 0.263
H -3.71852 5.24747 -2.65158 0.231
O 0.60748 -1.19553 -2.54458 -0.608
H 0.52048 -2.01653 -3.04258 0.234
H -0.23452 -0.90253 -2.32258 0.195
O -1.84652 1.29947 4.39842 -0.706
H -1.36952 1.34147 3.48742 0.291
H -1.91152 2.31047 4.65942 0.298
O -0.26752 -6.22353 1.23342 -0.720
H -0.90752 -5.33753 1.32842 0.350
H 0.56148 -5.93253 0.91642 0.304
O 4.73148 -4.15453 0.13542 -0.693
H 4.30048 -3.33953 0.21742 0.409
H 5.66048 -4.15853 -0.01658 0.263
O 1.72148 1.24147 -3.42658 -0.844
H 0.96948 1.71247 -3.30958 0.358
H 1.28748 0.35247 -3.26058 0.389
O 0.59048 4.79847 -0.54158 -0.727
H 1.19748 4.93147 -1.34358 0.293
H 0.07048 3.96647 -0.56958 0.286
O 0.30848 -1.46853 3.76142 -0.705
H -0.46852 -2.02353 3.94142 0.286
H 0.14748 -0.55653 3.55342 0.341
O -3.74852 1.71947 -2.11158 -0.891
H -4.26352 1.27047 -1.27358 0.473
H -2.94152 2.24747 -1.56158 0.319
O 5.50548 -0.65853 -0.78158 -0.803
H 4.84448 -1.19753 -1.09158 0.457
H 5.08648 -0.64753 0.13742 0.356
O 3.50848 -1.52853 -2.63158 -0.772
H 2.60548 -1.55353 -2.34158 0.408
H 3.91948 -2.58353 -2.64458 0.327

=====

Entry 3:
110
Properties=species:S:1:pos:R:3:mulliken_charge:R:1 method="wB97M-V/def2-TZVPD" orbital_gap_ev=1.0 lumo_ev=-3.77
C 5.06579 -1.62314 1.47490 0.548
C 5.71034 -2.16372 0.19131 0.164
O 6.90715 -2.07174 0.04569 -0.590
N 4.82127 -2.77751 -0.73637 0.784
C 4.75060 -4.22338 -0.52352 -0.731
C 5.08906 -2.32191 -2.14922 -1.240
C 3.85714 -2.59665 -3.03758 -1.037
C 2.61539 -1.76547 -2.67161 -0.694
C 1.86700 -2.33938 -1.47995 -0.134
N 1.20123 -1.25257 -0.64525 -0.016
C 2.22721 -0.48541 0.14779 -0.847
B 1.83808 1.07483 0.19240 0.285
O 0.51766 1.40104 0.23038 -0.473
O 2.82844 2.02552 0.16308 -0.398
P 0.13191 -2.06315 0.59599 0.369
C -1.28404 -2.95294 -0.27194 -1.359
O 1.02665 -3.33116 1.36072 -0.296
H 4.92232 -0.54510 1.38591 0.183
H 5.66492 -1.90783 2.33421 -0.322
H 4.06465 -2.05727 1.55047 -0.376
H 5.68352 -4.75363 -0.70785 0.436
H 4.48724 -4.36814 0.54594 -0.097
H 3.93722 -4.68461 -1.08180 0.285
H 5.19669 -1.21691 -2.10822 0.491
H 6.05337 -2.77243 -2.56901 0.440
H 3.64137 -3.65630 -3.12412 0.554
H 4.14836 -2.28643 -4.04204 0.368
H 2.87008 -0.70869 -2.53783 0.263
H 1.93458 -1.80554 -3.52792 0.522
H 2.50892 -2.88682 -0.79078 0.054
H 1.10171 -3.04219 -1.82199 0.573
H 0.65874 -0.63454 -1.25526 0.560
H 3.20901 -0.65927 -0.28864 0.287
H 2.23275 -0.82741 1.18851 0.530
H 0.28232 1.67054 1.13158 0.256
H 3.42374 1.90375 0.91169 0.311
H -1.86054 -3.53460 0.52466 0.422
H -0.94532 -3.69066 -1.05970 0.471
H -2.00576 -2.24565 -0.69560 0.275
H 1.91358 -2.97760 1.54850 -0.043
B -4.53054 -3.06918 -2.13574 0.490
F -4.51107 -3.24769 -0.72367 -0.446
F -5.06084 -1.81764 -2.44229 -0.372
F -3.19866 -3.14442 -2.60202 -0.427
F -5.29552 -4.07754 -2.73504 -0.308
O -1.79853 3.75760 0.54086 -0.897
H -0.99968 3.28366 0.29481 0.115
Ca -0.24482 -5.14119 0.54305 0.875
C 4.81709 -5.43407 3.42880 -0.378
N 3.44277 -4.99208 3.08081 1.028
O 3.10264 -3.87325 3.41736 -0.590
O 2.74381 -5.77156 2.47017 -0.530
H 5.30679 -4.62510 3.96043 -0.049
H 4.73172 -6.32062 4.05075 0.296
H 5.33046 -5.65839 2.49694 0.295
C -8.91672 -5.10373 -4.06642 -0.590
C -9.42587 -6.06174 -5.13815 -0.537
C -8.16768 -6.85238 -5.47020 -0.399
O -7.38674 -6.90021 -4.27611 -0.411
C -7.92244 -5.97562 -3.31728 -0.045
H -9.70053 -4.70564 -3.42354 0.372
H -8.39877 -4.26310 -4.53323 0.269
H -10.18477 -6.72489 -4.71447 0.256
H -9.85632 -5.56406 -6.00676 0.343
H -7.57628 -6.34988 -6.24439 0.246
H -8.38397 -7.86896 -5.80456 0.275
H -8.41773 -6.55485 -2.52830 0.243
H -7.11383 -5.39997 -2.87110 0.024
C -0.61676 9.43509 4.39710 -2.754
C -0.81436 9.50163 2.88486 1.982
C 0.48290 9.07756 2.18214 -1.362
C 0.82713 7.58756 2.29377 -0.636
C -0.40926 6.68856 2.45717 -1.158
C -1.71829 7.29086 1.94201 1.510
N -1.93686 8.58092 2.61835 0.738
O -3.03526 9.17298 2.29393 -0.711
C -2.81616 6.32372 2.35063 -1.524
C -1.69556 7.36469 0.41694 -1.561
C -1.05853 10.95583 2.50257 -1.782
H -1.52387 9.76083 4.91928 0.666
H 0.20390 10.07331 4.74000 0.394
H -0.39297 8.42199 4.71452 0.517
H 0.41098 9.34153 1.12695 0.416
H 1.32053 9.66624 2.56667 0.559
H 1.38859 7.29114 1.40717 0.340
H 1.50207 7.42253 3.13962 0.313
H -0.23299 5.72739 1.97128 0.558
H -0.52687 6.45375 3.52691 0.130
H -2.91696 6.26302 3.44236 0.270
H -2.57050 5.32641 1.97827 0.332
H -3.78692 6.60275 1.94322 0.376
H -1.54102 6.35883 0.01239 0.338
H -0.90010 8.00716 0.03103 0.310
H -2.64272 7.73601 0.02642 0.416
H -0.19757 11.56283 2.78980 0.405
H -1.93031 11.37268 3.00531 0.362
H -1.19862 11.06220 1.42842 0.430
K -1.27269 8.12561 6.38391 0.951
Br 5.99004 -4.47318 -3.43582 -0.723
C 7.69267 -1.73240 5.21759 -0.328
Br 8.57902 -2.15552 3.56418 0.004
Br 7.70230 0.15824 5.57506 -0.020
Br 5.89973 -2.44787 5.25014 -0.059
H 8.24225 -2.21257 6.01411 0.372
C -3.56693 -5.32835 -5.26502 -0.403
O -2.39796 -5.44424 -4.45254 -0.479
H -4.43408 -5.34649 -4.61293 0.028
H -3.55352 -4.38463 -5.81592 0.263
H -3.62456 -6.16466 -5.96866 0.321
H -1.63719 -5.42529 -5.03760 0.274

=====

Entry 4:
49
Properties=species:S:1:pos:R:3:lowdin_spin:R:1 method="wB97M-V/def2-TZVPD" orbital_gap_ev="5.6 / 7.6" spin_multiplicity=5 de_lowest_kj_mol=0.0 lumo_ev="-0.19 / -0.66"
C 1.16008 -0.54589 4.38716 0.001
C -0.28712 0.08750 4.35317 0.002
H 1.20170 -1.65958 4.30483 0.000
H 2.08406 -0.04468 4.84071 0.000
H 1.51055 -0.31611 3.32521 0.001
H -0.46455 0.17625 3.25066 0.002
H -1.26704 -0.33805 4.72903 0.000
H -0.27637 1.20549 4.33355 0.000
C 2.87740 -0.27892 -1.24621 0.043
C 3.78489 -0.52927 -2.28138 0.073
C 3.51489 0.11098 -3.50169 0.071
C 2.43038 0.95827 -3.76944 0.031
H 2.94779 -0.69699 -0.20994 0.003
H 4.62293 -1.20586 -2.12130 0.004
H 4.18616 -0.11021 -4.30695 0.003
H 2.19123 1.45267 -4.70866 0.000
N 1.82200 0.54353 -1.56037 0.103
C 1.50820 1.17565 -2.74467 0.130
C 0.28571 2.01179 -2.71623 0.159
N -0.43889 1.98596 -1.53225 0.122
C -1.55272 2.65888 -1.12804 0.060
C -1.40310 3.59103 -3.28879 0.102
C -2.08418 3.52810 -2.04920 0.073
H -1.95430 2.46852 -0.11193 0.003
H -2.98733 4.10814 -1.81145 0.003
C -0.23952 2.87922 -3.67133 0.020
H 0.27906 2.92432 -4.63508 -0.001
H -1.84300 4.23812 -4.02592 0.005
Cr 0.40206 0.86682 -0.34884 2.980
C 1.23845 2.27745 0.87444 -0.061
H 0.56531 3.12754 0.65492 0.002
H 2.19832 2.41756 0.31908 0.008
H 1.45663 2.29579 1.96026 -0.001
C -0.84702 -3.12135 2.46588 0.001
Si -1.54480 -2.33773 0.89238 0.014
C -1.84140 -3.90131 -0.09772 0.003
C -3.24989 -1.71196 1.38847 0.001
C -0.56758 -1.06197 -0.18906 0.025
H -1.34401 -4.03400 2.86295 0.000
H -0.80483 -2.28760 3.18342 0.000
H 0.17776 -3.42675 2.22213 0.000
H -2.38855 -4.67685 0.46361 0.001
H -2.40761 -3.61310 -0.99342 0.000
H -0.85210 -4.28308 -0.38733 0.000
H -3.08522 -0.79413 1.96690 0.000
H -3.74309 -1.46855 0.43750 0.000
H -3.91922 -2.37629 1.96540 0.000
H -1.28914 -0.68285 -0.97068 0.005
H 0.23704 -1.58652 -0.77379 0.008

=====

The records above give, respectively, total energy values of -9306.865450; -2858.056250; -14322.578383; -2107.853166 a.u..